# 1
ORCA calculation (ωB97M-V/def2-TZVPD) on a structure of composition C12H37MgO7S6 in a non-equilibrium geometry.

Properties
ΔE to the lowest compared entry with this formula, charge and spin ... 12.4668 eV
Net charge ... +1

XYZ file:
```
63
C12H37MgO7S6 | OMol25 | ωB97M-V/def2-TZVPD
Mg -0.08 -2.80 -2.49
O -0.20 -0.28 0.08
H -0.46 0.08 0.95
C 4.32 -6.79 1.33
S 4.56 -5.08 0.78
O 3.45 -4.48 -0.07
C 4.42 -4.14 2.47
H 3.28 -6.99 1.59
H 4.96 -6.99 2.18
H 4.58 -7.48 0.53
H 4.91 -4.82 3.17
H 3.43 -4.08 2.91
H 4.89 -3.15 2.46
C 3.36 3.56 2.62
S 4.90 4.51 3.21
O 5.38 3.50 4.25
C 5.77 4.16 1.63
H 3.50 2.48 2.54
H 3.33 3.82 1.56
H 2.53 3.94 3.22
H 6.61 4.83 1.83
H 5.33 4.72 0.80
H 6.19 3.16 1.55
C -4.95 0.35 -7.18
S -4.82 -1.02 -5.99
O -3.67 -0.77 -5.08
C -6.32 -0.63 -4.98
H -5.90 0.13 -7.67
H -4.00 0.37 -7.71
H -5.08 1.25 -6.57
H -6.07 0.30 -4.49
H -6.29 -1.55 -4.39
H -7.20 -0.73 -5.62
C -5.54 3.80 1.28
S -5.34 5.68 1.14
O -4.36 6.11 2.26
C -4.27 5.60 -0.43
H -4.59 3.35 0.99
H -6.41 3.45 0.73
H -5.55 3.47 2.32
H -3.21 5.37 -0.27
H -4.27 6.59 -0.88
H -4.62 4.82 -1.11
C -2.68 -2.69 5.72
S -2.31 -4.16 6.80
O -0.86 -4.05 7.28
C -3.30 -3.71 8.24
H -3.76 -2.57 5.60
H -2.12 -2.89 4.81
H -2.31 -1.82 6.26
H -2.73 -3.44 9.13
H -3.81 -4.65 8.45
H -3.97 -2.92 7.90
C 4.94 -0.04 -6.54
S 3.21 0.28 -6.01
O 2.68 -1.05 -5.55
C 3.64 1.33 -4.61
H 5.35 -0.95 -6.11
H 5.51 0.80 -6.13
H 5.05 0.03 -7.62
H 4.01 2.30 -4.95
H 4.26 0.89 -3.83
H 2.68 1.71 -4.27
```

=====

# 2
ORCA calculation (ωB97M-V/def2-TZVPD) on a structure of composition C12H38FN10O6Sr in a non-equilibrium geometry.

Properties
ΔE to the lowest compared entry with this formula, charge and spin ... 4.3642 eV
Net charge ... +1

XYZ file:
```
68
C12H38FN10O6Sr | OMol25 | ωB97M-V/def2-TZVPD
Sr 18.30 -12.06 -6.92
F 20.28 -10.76 -5.96
C 14.48 -12.77 -5.19
C 15.01 -13.31 -6.47
C 13.87 -13.85 -7.37
O 14.53 -14.19 -8.64
C 13.64 -14.70 -9.57
N 15.71 -12.29 -7.06
H 14.11 -13.58 -4.56
H 13.63 -12.14 -5.43
H 15.30 -12.25 -4.70
H 15.76 -14.06 -6.23
H 12.94 -13.28 -7.38
H 13.67 -14.78 -6.84
H 12.83 -13.97 -9.65
H 13.30 -15.69 -9.29
H 13.95 -14.74 -10.61
H 15.54 -12.47 -8.04
H 15.22 -11.42 -6.91
C 18.35 -8.39 -9.68
C 18.36 -9.23 -8.36
C 17.48 -8.81 -7.32
O 17.48 -9.74 -6.22
C 17.01 -9.13 -5.05
N 17.84 -10.46 -8.88
H 19.15 -8.82 -10.29
H 18.55 -7.36 -9.39
H 17.36 -8.37 -10.14
H 19.32 -9.39 -7.86
H 16.44 -8.73 -7.62
H 17.74 -7.80 -6.99
H 17.37 -8.17 -4.69
H 17.23 -9.75 -4.18
H 15.93 -8.98 -5.12
H 18.39 -10.60 -9.72
H 16.95 -10.08 -9.14
C 21.45 -11.88 -8.80
O 20.52 -12.52 -8.38
N 22.13 -11.08 -8.09
N 21.85 -11.93 -10.06
H 21.75 -10.89 -7.17
H 22.69 -10.32 -8.46
H 21.28 -12.47 -10.70
H 22.55 -11.27 -10.35
C 17.92 -14.56 -9.61
O 17.63 -13.74 -8.78
N 18.57 -14.27 -10.63
N 17.59 -15.84 -9.57
H 18.73 -15.04 -11.27
H 18.64 -13.32 -10.95
H 17.86 -16.51 -10.27
H 16.89 -15.98 -8.86
C 17.93 -12.68 -3.24
O 17.87 -12.35 -4.41
N 18.78 -13.55 -2.81
N 17.22 -12.22 -2.26
H 18.66 -13.80 -1.84
H 19.48 -13.67 -3.53
H 16.66 -11.42 -2.51
H 17.08 -12.81 -1.45
C 20.52 -14.44 -5.50
O 19.59 -14.35 -6.34
N 21.27 -15.52 -5.24
N 21.00 -13.42 -4.86
H 22.06 -15.40 -4.63
H 21.05 -16.36 -5.77
H 20.89 -12.51 -5.29
H 21.82 -13.57 -4.28
```

=====

# 3
ORCA calculation (ωB97M-V/def2-TZVPD) on a structure of composition C12H38InN7O15P3S in a non-equilibrium geometry.

Properties
Net charge ... -1

XYZ file:
```
77
C12H38InN7O15P3S | OMol25 | ωB97M-V/def2-TZVPD
C 3.00 1.96 0.23
C 1.64 1.17 0.23
O 1.83 -0.11 0.87
P 1.08 -1.39 0.08
O 0.70 -2.39 1.16
C -0.49 -0.93 -0.82
C -1.80 -1.07 0.06
In -3.03 0.84 -0.16
P -3.09 1.58 -2.61
N -4.57 1.32 -3.26
P -1.94 2.60 1.35
S -3.25 4.06 1.66
O 2.10 -2.21 -0.96
C 2.92 -1.34 -1.77
C 2.10 -0.79 -3.00
H 2.76 2.95 -0.23
H 3.66 1.43 -0.50
H 3.44 2.05 1.24
H 0.94 1.78 0.85
H 1.31 1.12 -0.82
H -0.58 -1.67 -1.65
H -0.49 0.07 -1.29
H -1.61 -1.30 1.12
H -2.43 -1.87 -0.40
H -4.66 0.48 0.47
H -2.78 2.98 -2.74
H -2.13 0.79 -3.31
H -4.88 2.23 -3.58
H -1.45 2.03 2.57
H -0.85 3.20 0.64
H 3.44 -0.56 -1.19
H 3.71 -1.99 -2.21
H 2.73 -0.63 -3.90
H 1.32 -1.54 -3.24
H 1.57 0.15 -2.75
C 6.91 -3.49 -2.30
N 6.59 -2.08 -2.62
O 7.44 -1.24 -2.43
O 5.48 -1.86 -3.06
H 7.92 -3.54 -1.92
H 6.20 -3.82 -1.55
H 6.81 -4.07 -3.22
C -3.02 6.36 4.63
N -2.62 7.47 5.54
O -3.21 7.58 6.59
O -1.71 8.18 5.17
H -3.84 5.81 5.10
H -3.34 6.81 3.70
H -2.16 5.72 4.49
C 6.29 -3.73 2.03
N 7.00 -4.50 0.99
O 6.86 -5.71 0.99
O 7.68 -3.88 0.20
H 5.73 -4.42 2.66
H 7.04 -3.20 2.62
H 5.62 -3.03 1.53
C -6.92 -2.42 2.11
N -5.71 -1.68 2.52
O -5.59 -1.40 3.71
O -4.92 -1.39 1.66
H -7.53 -2.61 2.99
H -7.46 -1.81 1.39
H -6.59 -3.35 1.66
C -0.46 5.41 -4.98
N -1.17 4.14 -4.73
O -0.73 3.41 -3.87
O -2.15 3.92 -5.41
H 0.39 5.48 -4.31
H -0.13 5.41 -6.02
H -1.16 6.22 -4.79
C -2.74 -4.78 2.45
N -4.22 -4.85 2.34
O -4.75 -4.23 1.45
O -4.80 -5.54 3.15
H -2.37 -4.13 1.66
H -2.51 -4.37 3.43
H -2.35 -5.78 2.34
```

=====

# 4
ORCA calculation (ωB97M-V/def2-TZVPD) on a cluster of 5 separate species, C12H38N3O5 in total in a non-equilibrium geometry.

Properties
ΔE to the lowest compared entry with this formula, charge and spin ... 0.0000 eV
Net charge ... +1

XYZ file:
```
58
C12H38N3O5 | OMol25 | ωB97M-V/def2-TZVPD
O 0.76 6.63 5.38
H 1.69 6.98 5.44
H 0.54 6.18 6.28
H 0.10 7.39 5.18
C 3.95 6.56 0.11
C 4.30 5.16 0.51
C 3.09 4.42 1.11
O 2.71 4.92 2.39
C 3.57 4.53 3.45
N 4.78 4.29 -0.57
H 4.77 6.88 -0.55
H 4.03 7.27 0.93
H 3.06 6.74 -0.49
H 5.00 5.19 1.35
H 3.15 3.32 1.14
H 2.20 4.64 0.51
H 3.48 3.45 3.59
H 3.12 5.03 4.31
H 4.60 4.91 3.37
H 5.66 4.62 -0.96
H 5.04 3.38 -0.20
C 0.81 10.35 6.32
C 0.28 10.13 4.90
C 1.30 10.06 3.82
O 0.62 9.82 2.59
C 1.45 9.25 1.61
N -0.59 8.91 4.87
H 1.71 10.98 6.30
H 1.15 9.43 6.79
H 0.00 10.78 6.91
H -0.38 10.99 4.72
H 2.01 9.21 3.93
H 1.94 10.94 3.72
H 1.91 8.33 1.99
H 2.22 9.87 1.14
H 0.79 8.93 0.80
H -0.96 8.94 3.91
H -1.44 9.22 5.36
C -1.15 7.09 8.51
C -1.33 5.60 8.09
C -2.39 5.55 6.98
O -1.84 6.01 5.76
C -2.84 6.03 4.74
N 0.01 5.17 7.57
H -0.39 7.20 9.28
H -2.12 7.43 8.88
H -0.81 7.63 7.63
H -1.65 4.99 8.92
H -3.28 6.08 7.30
H -2.63 4.49 6.84
H -2.34 6.17 3.79
H -3.55 6.84 4.96
H -3.45 5.12 4.74
H 0.49 4.80 8.39
H -0.14 4.30 7.03
O 3.48 7.17 5.52
H 4.26 6.66 5.75
H 3.78 8.09 5.54
```

=====

How do the records compare in frontier orbital gap? In the order shown, they have 2.17, 9.91, 5.37, 8.88 eV.
How do the records compare in E? In the order shown, they have -97812.4573, -43799.8201, -98062.2910, -27760.8459 eV.
How do the records compare in LUMO? In the order shown, they have -8.12, -1.87, 1.15, -2.40 eV.